# C4H4O

One molecule with the formula C4H4O (ωB97M-V/def2-TZVPD, OMol25).

Results
Frontier orbital gap ... 10.7 eV
LUMO level ... 0.342 eV
Molar mass ... 68.08 g mol⁻¹

Atoms and positions in Å:
C -1.81511 0.24053 -0.07742
C -0.36675 0.06130 -0.02954
C 0.83154 -0.08399 0.01371
C 2.26310 -0.29948 0.11192
O 3.09717 0.44574 -0.34937
H -2.07650 1.30179 -0.02729
H -2.29757 -0.27715 0.75714
H -2.21787 -0.16541 -1.01071
H 2.55136 -1.21751 0.65788